The following is a quantum chemistry calculation of one molecule with the formula C2H3IN2OS, from the OMol25 dataset.

XYZ file:
```
10
Properties=species:S:1:pos:R:3:nbo_charge:R:1
O 1.430 2.721 1.346 -0.54
C 0.918 1.966 0.589 0.51
N 0.465 0.730 0.902 -0.63
C -0.157 -0.053 -0.056 0.22
I -2.606 0.447 0.004 -0.33
N 0.385 0.316 -1.241 -0.74
S 0.851 1.976 -1.177 0.43
H 0.287 0.389 1.810 0.42
H -0.070 -1.069 0.007 0.21
H 0.538 -0.225 -2.086 0.44
```

E_HOMO, eV: -8.8
HOMO-LUMO gap, eV: 8.7
Net charge: 0
Energy relative to the best compared isomer or geometry (same formula, charge and spin), kcal per mole: 20.1
SMILES: O=C1N[C@@H](I)NS1
Strongest force on any atom, eV/Å: 2.9

The following is a quantum chemistry calculation of C36H93FeN4O14Ti as an isolated structure, from the OMol25 dataset.

XYZ file:
```
149
Properties=species:S:1:pos:R:3:mulliken_spin:R:1
Fe 11.852 -13.397 -2.904 4.05
Ti 12.211 -10.100 -3.326 2.91
C 15.370 -11.158 -4.219 0.12
C 15.036 -12.302 -3.237 -0.01
C 16.034 -12.371 -2.067 -0.01
O 13.675 -12.346 -2.831 -0.26
H 14.665 -11.237 -5.047 -0.06
H 16.343 -11.263 -4.699 0.01
H 15.290 -10.131 -3.863 0.04
H 15.213 -13.246 -3.751 -0.01
H 15.890 -13.339 -1.588 0.00
H 15.745 -11.630 -1.322 0.01
H 17.098 -12.257 -2.274 0.00
C 11.807 -14.618 -7.368 0.00
C 11.874 -14.997 -5.922 -0.01
C 12.978 -16.020 -5.575 0.00
O 11.889 -13.911 -4.994 0.06
H 11.854 -15.395 -8.131 0.00
H 12.581 -13.916 -7.679 0.00
H 10.841 -14.128 -7.492 0.00
H 10.964 -15.591 -5.839 0.01
H 13.128 -16.747 -6.373 0.00
H 12.813 -16.566 -4.646 0.00
H 13.944 -15.524 -5.483 0.00
C 9.986 -10.228 -0.345 0.03
C 9.663 -11.246 -1.418 0.02
C 8.471 -10.902 -2.214 0.05
O 10.708 -11.657 -2.257 -0.11
H 10.399 -9.324 -0.793 0.02
H 10.760 -10.528 0.361 0.00
H 9.087 -10.029 0.238 0.01
H 9.381 -12.142 -0.866 0.01
H 8.528 -9.928 -2.700 0.01
H 7.596 -10.851 -1.566 0.00
H 8.333 -11.637 -3.006 0.01
C 17.250 -20.222 -2.346 0.00
O 17.328 -19.006 -3.120 0.00
C 16.339 -17.973 -2.825 0.00
C 16.690 -16.693 -3.595 0.00
N 18.088 -16.271 -3.357 0.00
C 18.356 -14.823 -3.625 0.00
C 18.106 -14.486 -5.100 0.00
O 18.887 -15.289 -5.996 0.00
C 19.119 -14.690 -7.254 0.00
H 17.929 -20.999 -2.699 0.00
H 16.242 -20.635 -2.296 0.00
H 17.627 -20.014 -1.345 0.00
H 16.281 -17.700 -1.771 0.00
H 15.327 -18.339 -2.996 0.00
H 16.012 -15.889 -3.311 0.00
H 16.456 -16.772 -4.657 0.00
H 18.666 -16.914 -3.878 0.00
H 19.397 -14.710 -3.322 0.00
H 17.761 -14.189 -2.968 0.00
H 18.158 -13.411 -5.271 0.00
H 17.038 -14.612 -5.278 0.00
H 18.205 -14.422 -7.785 0.00
H 19.735 -15.284 -7.928 0.00
H 19.682 -13.775 -7.068 0.00
C 13.906 -18.814 -0.395 0.00
O 13.658 -17.587 -1.090 0.00
C 13.841 -16.383 -0.305 0.00
C 13.617 -15.139 -1.210 0.01
N 12.273 -15.098 -1.756 -0.06
C 11.240 -14.934 -0.777 0.00
C 9.874 -15.136 -1.379 0.00
O 9.921 -14.481 -2.651 -0.03
C 8.715 -14.758 -3.359 0.00
H 14.974 -18.932 -0.210 0.00
H 13.609 -19.670 -1.002 0.00
H 13.357 -18.854 0.546 0.00
H 14.842 -16.244 0.103 0.00
H 13.214 -16.430 0.585 0.00
H 14.300 -15.239 -2.054 0.02
H 13.772 -14.208 -0.665 0.00
H 12.211 -16.060 -2.055 0.02
H 11.242 -13.961 -0.287 -0.02
H 11.268 -15.666 0.031 0.01
H 9.052 -14.830 -0.732 0.00
H 9.823 -16.208 -1.569 0.00
H 8.326 -15.744 -3.105 0.00
H 8.945 -14.670 -4.421 0.00
H 7.900 -14.057 -3.174 0.00
C 16.152 -16.862 -8.152 0.00
O 16.350 -16.199 -9.420 0.00
C 15.220 -16.185 -10.260 0.00
C 15.389 -15.143 -11.327 0.00
N 15.603 -13.815 -10.791 0.00
C 14.433 -13.254 -10.171 0.00
C 14.770 -11.894 -9.585 0.00
O 15.724 -11.838 -8.482 0.00
C 15.530 -12.770 -7.422 -0.01
H 15.559 -16.310 -7.423 0.00
H 17.147 -16.996 -7.728 0.00
H 15.621 -17.804 -8.290 0.00
H 14.311 -15.955 -9.705 0.00
H 15.081 -17.156 -10.735 0.00
H 14.554 -15.111 -12.027 0.00
H 16.188 -15.377 -12.030 0.00
H 16.241 -14.017 -10.035 0.00
H 14.124 -13.892 -9.344 0.00
H 13.634 -13.204 -10.911 0.00
H 13.843 -11.501 -9.167 0.00
H 15.104 -11.185 -10.342 0.00
H 14.510 -12.652 -7.056 0.00
H 16.238 -12.540 -6.626 0.00
H 15.715 -13.780 -7.786 0.00
C 11.163 -18.428 -2.985 0.00
O 10.586 -19.167 -4.015 0.00
C 10.987 -18.804 -5.316 0.00
C 10.661 -19.942 -6.308 0.00
N 11.327 -21.280 -6.037 0.00
C 10.687 -22.219 -6.984 0.00
C 10.919 -23.675 -6.643 0.00
O 10.484 -23.890 -5.274 0.00
C 10.511 -25.270 -4.941 0.00
H 10.805 -17.402 -3.057 0.00
H 12.249 -18.435 -3.086 0.00
H 10.860 -18.777 -1.998 0.00
H 12.046 -18.549 -5.360 0.00
H 10.282 -18.061 -5.690 0.00
H 11.036 -19.555 -7.255 0.00
H 9.582 -20.084 -6.365 0.00
H 10.834 -21.567 -5.204 0.00
H 11.055 -22.004 -7.987 0.00
H 9.602 -22.114 -6.994 0.00
H 11.979 -23.916 -6.719 0.00
H 10.423 -24.340 -7.350 0.00
H 9.530 -25.733 -5.045 0.00
H 10.788 -25.301 -3.887 0.00
H 11.175 -25.845 -5.586 0.00
C 14.329 -8.829 -1.127 0.04
O 13.658 -8.587 -2.375 0.04
H 13.808 -9.570 -0.520 -0.01
H 15.330 -9.217 -1.315 0.00
H 14.509 -7.891 -0.601 0.00
H 14.114 -7.994 -2.977 0.00
C 13.400 -12.187 1.082 0.01
O 12.650 -13.234 1.533 0.00
H 14.472 -12.384 1.052 0.00
H 13.111 -11.939 0.061 0.03
H 13.414 -11.331 1.757 0.00
H 12.778 -13.425 2.465 0.00
C 11.561 -10.761 -6.782 0.00
O 11.958 -11.138 -5.459 0.02
H 10.740 -11.401 -7.106 0.01
H 11.202 -9.733 -6.824 0.00
H 12.355 -10.809 -7.526 0.00
H 12.229 -12.058 -5.500 0.02
```

E_HOMO (spin up / spin down), eV: -4.2 / -7.5
<S²>: 15.760
HOMO-LUMO gap (spin up / spin down), eV: 4.4 / 7.7
Net charge: 0
Strongest force on any atom, eV/Å: 2.5
Multiplicity: 8